The following is a quantum chemistry calculation of C6H11N in the gas phase, from the Open Molecules 2025 dataset.

Cartesian coordinates (Å):
C -0.88 -0.02 1.45
C 1.36 2.08 -0.62
N 0.56 -2.06 -0.29
C -0.76 -1.92 -0.26
C -1.41 -0.79 0.24
C -0.49 0.72 0.25
C 0.85 0.67 -0.35
H 1.14 -1.19 -0.02
H 0.97 -2.94 -0.54
H -1.67 0.37 2.07
H -0.08 -0.52 1.99
H -1.35 -2.74 -0.66
H -2.48 -0.72 0.05
H -1.15 1.57 0.03
H 0.88 0.10 -1.28
H 0.64 2.72 -1.17
H 1.60 2.62 0.31
H 2.28 2.05 -1.21

Summary:
F_max: 0.012 hartree/bohr
energy: -289.8106 Ha
2S+1: 1
relative energy (zero: lowest compared OMol25 entry of this formula, charge and spin): 4.385 eV
orbital gap (spin up / spin down): 0.2283 / 0.2282 Ha
E_LUMO (spin up / spin down): 0.38 / 0.38 eV
charge: 0